[1]
Entry from the Open Molecules 2025 dataset: a molecular structure, C4H11N3O4S in a non-equilibrium geometry (wB97M-V/def2-TZVPD).

Last column: natural (NBO) charge in e.
CARTESIAN COORDINATES (ANGSTROEM)
C -0.785 0.726 0.661  0.815
C -0.579 -0.305 2.767  -0.408
C -1.076 2.163 -1.241  -0.425
C 1.079 -2.278 -1.860  -0.501
N -1.317 -0.216 1.481  -0.624
N -1.609 1.165 -0.394  -0.623
N 0.476 -1.615 -0.629  0.027
O 1.748 0.652 -1.508  -0.908
O 3.025 1.278 0.553  -0.863
O 0.312 1.282 0.940  -0.708
O 1.317 -1.433 0.308  -0.364
S 2.024 0.465 -0.083  1.861
H -0.151 0.561 3.227  0.232
H -1.439 -0.677 3.400  0.190
H 0.199 -1.063 2.659  0.208
H -1.726 3.002 -1.289  0.194
H -0.064 2.437 -0.858  0.242
H -0.857 1.750 -2.295  0.194
H 0.894 -1.993 -2.866  0.222
H 0.727 -3.270 -1.673  0.214
H 2.117 -2.192 -1.790  0.202
H -2.133 -0.915 1.328  0.429
H -2.185 0.475 -0.839  0.393

Summary:
- Highest occupied orbital energy (alpha / beta): -8.9 / -8.9 eV
- LUMO level (alpha / beta): -0.3222 / -0.3208 eV
- Kohn-Sham gap (alpha / beta): 8.5514 / 8.5524 eV


[2]
Entry from the Open Molecules 2025 dataset: a molecular structure, C4H11N3OS in a non-equilibrium geometry (wB97M-V/def2-TZVPD).

Last column: natural (NBO) charge in e.
CARTESIAN COORDINATES (ANGSTROEM)
C -1.194 -1.396 0.667  -0.432
C -0.885 -2.159 -0.552  -0.442
C -0.606 -0.679 -0.435  0.254
C -1.448 0.340 -1.263  -0.607
N 2.937 0.924 -0.039  -1.105
N 1.598 -0.220 1.841  -1.117
N 0.177 2.286 0.859  -0.986
O 0.687 -0.134 -0.552  -0.704
S 1.626 0.565 0.580  2.102
H -2.271 -1.232 0.698  0.226
H -0.651 -1.686 1.535  0.254
H 0.163 -2.559 -0.516  0.214
H -1.464 -2.643 -1.354  0.230
H -1.160 1.204 -0.836  0.224
H -2.596 0.297 -1.205  0.204
H -1.220 0.256 -2.321  0.207
H 2.802 1.503 -0.943  0.400
H 2.541 -0.244 2.168  0.394
H 0.492 2.721 1.670  0.343
H 0.473 2.855 -0.004  0.342

Summary:
- Highest occupied orbital energy: -9.5 eV
- LUMO level: -0.0601 eV
- Kohn-Sham gap: 9.4502 eV


DFT total energy values, unit hartree, following the record order: -1022.254251 -796.477373.